The following is a quantum chemistry calculation of C30H77ClInO26P6 as an isolated structure in a non-equilibrium geometry, from the Open Molecules 2025 dataset.

Structure (ORCA input):
```
! RIJCOSX wB97M-V def2-TZVPD def2/J DEFGRID3
* xyz -1 1
C -0.785 -1.070 -0.849
C -2.043 -0.594 -1.094
C -2.810 -0.001 -0.011
O -2.484 -0.046 1.134
O -4.004 0.580 -0.347
C -3.758 2.017 -0.455
C -4.656 2.635 -1.500
C -4.565 1.959 -2.888
C -3.890 2.832 -3.971
C -2.533 2.299 -4.421
C -1.409 2.400 -3.370
In -1.059 4.525 -2.762
C 0.670 4.769 -1.337
C 0.459 4.131 0.032
C -0.852 4.555 0.703
Cl 0.446 2.313 -0.196
H 0.004 -0.385 -0.554
H -0.577 -2.136 -0.899
H -2.475 -0.695 -2.086
H -2.712 2.144 -0.749
H -3.889 2.456 0.535
H -5.678 2.581 -1.114
H -4.383 3.686 -1.591
H -5.581 1.727 -3.204
H -3.998 1.034 -2.777
H -4.545 2.818 -4.850
H -3.870 3.868 -3.639
H -2.207 2.872 -5.292
H -2.692 1.254 -4.723
H -0.528 1.976 -3.867
H -1.625 1.732 -2.530
H -2.577 5.094 -1.995
H -0.718 5.419 -4.263
H 1.622 4.426 -1.750
H 0.791 5.841 -1.134
H 1.298 4.366 0.687
H -1.318 5.388 0.187
H -0.657 4.775 1.754
H -1.547 3.718 0.690
C 2.133 0.354 -8.209
O 1.903 1.737 -7.881
P 2.550 2.347 -6.502
O 1.627 3.392 -6.057
O 3.878 2.924 -7.245
C 3.747 3.665 -8.451
O 3.443 2.005 -5.210
C 3.082 2.741 -4.017
H 1.651 0.156 -9.162
H 3.203 0.149 -8.302
H 1.699 -0.299 -7.452
H 2.850 4.284 -8.442
H 3.731 2.996 -9.314
H 4.623 4.307 -8.528
H 2.074 2.484 -3.703
H 3.161 3.809 -4.196
H 3.796 2.467 -3.242
C -7.325 -1.587 5.118
O -7.706 -0.850 3.940
P -7.869 0.805 4.026
O -8.923 0.971 2.997
O -6.370 1.035 3.459
C -5.846 0.237 2.390
O -7.762 2.263 4.725
C -8.656 3.290 4.289
H -7.247 -2.635 4.840
H -6.356 -1.248 5.496
H -8.078 -1.484 5.900
H -6.614 -0.011 1.659
H -5.397 -0.673 2.789
H -5.064 0.812 1.906
H -9.692 3.033 4.495
H -8.519 3.479 3.228
H -8.382 4.179 4.855
C -3.448 -7.390 2.036
O -3.665 -7.301 0.614
P -3.742 -5.825 -0.080
O -4.655 -5.995 -1.218
O -2.185 -5.755 -0.500
C -1.585 -6.845 -1.189
O -3.736 -4.327 0.422
C -4.583 -3.375 -0.246
H -3.401 -8.444 2.297
H -2.506 -6.911 2.316
H -4.271 -6.927 2.581
H -2.284 -7.311 -1.884
H -1.213 -7.586 -0.480
H -0.741 -6.446 -1.747
H -5.632 -3.636 -0.127
H -4.327 -3.306 -1.299
H -4.400 -2.408 0.217
C 3.360 -0.935 -0.727
O 4.546 -1.678 -1.103
P 5.394 -1.185 -2.398
O 5.985 -2.412 -2.958
O 6.454 -0.281 -1.586
C 7.120 -0.840 -0.463
O 5.207 -0.086 -3.513
C 5.585 -0.378 -4.865
H 2.953 -1.397 0.168
H 3.605 0.106 -0.510
H 2.612 -0.977 -1.518
H 7.331 -1.899 -0.617
H 6.524 -0.706 0.440
H 8.061 -0.309 -0.331
H 4.983 -1.186 -5.275
H 6.641 -0.627 -4.931
H 5.398 0.531 -5.430
C 12.845 -5.813 1.016
O 12.867 -4.704 0.095
P 11.451 -4.095 -0.441
O 11.745 -3.599 -1.790
O 11.335 -2.931 0.671
C 12.443 -2.072 0.917
O 9.918 -4.464 -0.298
C 9.063 -4.289 -1.444
H 13.874 -6.049 1.271
H 12.303 -5.550 1.928
H 12.384 -6.687 0.555
H 12.991 -1.856 0.000
H 13.112 -2.515 1.656
H 12.045 -1.144 1.322
H 9.359 -4.938 -2.263
H 9.068 -3.252 -1.764
H 8.057 -4.552 -1.129
C -1.895 2.275 9.315
O -3.207 2.854 9.468
P -4.397 2.379 8.459
O -5.269 3.553 8.329
O -4.997 1.236 9.434
C -5.282 1.545 10.792
O -4.507 1.446 7.193
C -5.379 1.851 6.109
H -1.258 2.695 10.089
H -1.932 1.190 9.434
H -1.476 2.522 8.339
H -5.654 2.564 10.900
H -4.393 1.405 11.410
H -6.048 0.848 11.127
H -5.038 2.776 5.654
H -6.393 1.958 6.471
H -5.329 1.061 5.374
*
```

Computed properties:
* E_HOMO: -4.76 eV
* HOMO-LUMO gap: 5.38 eV
* LUMO: 0.02296 Eh

Atom charges from the Mulliken analysis, given in e for atoms 1 to 2: atom 1 (C): -0.60, atom 2 (C): -0.15

***

The following is a quantum chemistry calculation of a 8-piece molecular cluster, C30H78BF3O36P8 overall in a non-equilibrium geometry, from the Open Molecules 2025 dataset.

Structure (ORCA input):
```
! RIJCOSX wB97M-V def2-TZVPD def2/J DEFGRID3
* xyz 0 1
O -2.509 4.520 0.472
C -2.284 3.500 1.069
C -0.939 3.170 1.617
B -0.314 1.891 0.929
O -0.877 0.647 0.923
O 0.930 2.031 0.309
O -3.221 2.563 1.331
C -4.287 2.467 0.385
C -4.974 1.118 0.704
C -4.048 -0.103 0.767
C -4.284 -1.181 -0.271
F -5.458 -1.106 -0.914
F -4.278 -2.388 0.356
F -3.307 -1.269 -1.192
C -5.362 3.553 0.681
C -6.136 3.977 -0.573
C -7.614 4.171 -0.353
O -6.952 3.010 -1.113
P -3.668 2.355 -1.352
O -2.379 1.622 -1.315
O -4.710 1.507 -2.195
O -3.438 3.777 -2.040
H -0.294 4.019 1.416
H -0.987 3.080 2.706
H -0.671 0.261 0.061
H 0.852 2.294 -0.614
H -5.375 1.259 1.705
H -5.823 0.999 0.038
H -4.164 -0.578 1.736
H -3.001 0.190 0.707
H -6.155 3.121 1.284
H -4.944 4.461 1.098
H -5.664 4.683 -1.253
H -8.103 4.615 -1.210
H -8.195 3.516 0.279
H -4.282 1.168 -2.994
H -3.284 3.620 -2.983
C -2.247 11.275 1.919
O -2.928 10.029 1.675
P -2.958 8.945 2.871
O -1.562 8.539 3.123
O -3.837 7.893 2.060
C -3.324 7.359 0.836
O -3.808 8.686 4.204
C -3.520 9.523 5.341
H -2.512 11.954 1.113
H -2.553 11.719 2.865
H -1.170 11.113 1.919
H -2.238 7.299 0.847
H -3.655 7.974 -0.003
H -3.729 6.363 0.716
H -3.574 10.581 5.084
H -2.531 9.289 5.735
H -4.270 9.311 6.097
C -1.255 -3.158 -0.183
O 0.057 -3.594 0.249
P 0.406 -5.162 0.094
O -0.521 -5.888 0.990
O 1.888 -4.972 0.660
C 2.074 -4.441 1.971
O 0.963 -6.204 -0.992
C 0.030 -6.694 -1.977
H -1.248 -2.075 -0.219
H -1.488 -3.540 -1.176
H -2.011 -3.490 0.526
H 1.247 -4.707 2.630
H 2.173 -3.358 1.926
H 2.995 -4.862 2.366
H -0.474 -5.877 -2.493
H -0.708 -7.341 -1.501
H 0.598 -7.267 -2.704
C -3.174 -10.289 3.002
O -4.186 -9.282 2.818
P -3.957 -7.856 3.543
O -3.975 -8.104 4.999
O -5.299 -7.213 2.956
C -6.548 -7.812 3.284
O -3.134 -6.530 3.250
C -1.704 -6.574 3.482
H -3.369 -11.082 2.285
H -2.176 -9.891 2.821
H -3.231 -10.690 4.013
H -6.519 -8.277 4.270
H -6.818 -8.554 2.532
H -7.298 -7.023 3.283
H -1.246 -7.407 2.955
H -1.507 -6.651 4.553
H -1.284 -5.657 3.098
C -8.810 0.802 -7.383
O -7.980 -0.328 -7.717
P -6.749 -0.671 -6.735
O -5.816 0.475 -6.794
O -6.292 -1.958 -7.557
C -5.894 -1.805 -8.918
O -6.528 -1.424 -5.345
C -6.935 -0.719 -4.154
H -9.697 0.751 -8.008
H -9.116 0.778 -6.338
H -8.273 1.727 -7.588
H -5.445 -0.828 -9.093
H -6.751 -1.943 -9.576
H -5.160 -2.579 -9.131
H -7.969 -0.383 -4.230
H -6.282 0.135 -3.985
H -6.852 -1.403 -3.315
C 5.172 0.419 1.915
O 4.922 -0.509 2.993
P 3.521 -0.382 3.776
O 3.508 0.935 4.443
O 3.809 -1.624 4.742
C 4.936 -1.571 5.611
O 2.013 -0.856 3.552
C 1.232 -0.124 2.578
H 6.038 0.058 1.365
H 4.321 0.474 1.236
H 5.388 1.407 2.317
H 5.157 -0.547 5.912
H 5.807 -2.010 5.122
H 4.695 -2.159 6.493
H 1.755 -0.079 1.625
H 1.030 0.886 2.939
H 0.297 -0.648 2.441
C 12.269 -1.317 2.706
O 11.507 -0.198 2.215
P 10.162 -0.515 1.358
O 10.735 -1.190 0.163
O 9.772 1.011 1.133
C 10.729 1.893 0.543
O 8.621 -0.984 1.339
C 8.363 -2.370 1.650
H 12.986 -0.931 3.426
H 11.633 -2.048 3.202
H 12.799 -1.790 1.880
H 11.381 1.362 -0.150
H 11.322 2.372 1.320
H 10.174 2.656 0.002
H 8.823 -2.659 2.594
H 8.737 -3.004 0.847
H 7.287 -2.487 1.736
C 6.054 2.272 -3.933
O 7.285 1.679 -3.485
P 7.881 0.443 -4.341
O 6.898 -0.656 -4.245
O 9.180 0.282 -3.443
C 9.028 -0.024 -2.047
O 8.732 0.237 -5.685
C 8.041 0.420 -6.935
H 5.923 3.204 -3.389
H 6.079 2.491 -5.000
H 5.221 1.605 -3.716
H 8.129 -0.615 -1.870
H 8.982 0.900 -1.472
H 9.892 -0.592 -1.731
H 7.537 1.385 -6.978
H 7.317 -0.382 -7.081
H 8.786 0.383 -7.725
*
```

Computed properties:
* E_HOMO: -9.67 eV
* structure (SMILES): O=C(CB(O)O)O[C@@](CCC(F)(F)F)(C[C@@H]1CO1)P(=O)(O)O.COP(=O)(OC)OC.COP(=O)(OC)OC.COP(=O)(OC)OC.COP(=O)(OC)OC.COP(=O)(OC)OC.COP(=O)(OC)OC.COP(=O)(OC)OC
* HOMO-LUMO gap: 9.65 eV
* LUMO: -0.00057 Eh

Atom charges from the Mulliken analysis, given in e for atoms 1 to 2: atom 1 (O): -0.49, atom 2 (C): 0.50

***

The following is a quantum chemistry calculation of a 12-piece molecular cluster, C30H78N6O18 overall in a non-equilibrium geometry, from the Open Molecules 2025 dataset.

Structure (ORCA input):
```
! RIJCOSX wB97M-V def2-TZVPD def2/J DEFGRID3
* xyz 0 1
C 4.176 4.397 1.231
N 4.775 3.273 1.873
C 5.931 3.538 2.725
C 3.911 2.232 2.179
O 2.826 2.159 1.681
H 3.299 4.729 1.749
H 3.979 3.982 0.226
H 4.906 5.168 1.081
H 5.641 4.328 3.412
H 6.142 2.619 3.234
H 6.759 3.902 2.145
H 4.404 1.414 2.745
C 2.335 -0.896 -2.920
N 2.654 -0.763 -4.340
C 3.558 0.296 -4.723
C 1.986 -1.465 -5.284
O 1.083 -2.297 -5.140
H 3.100 -1.355 -2.301
H 1.334 -1.322 -2.806
H 2.252 0.133 -2.510
H 3.690 0.206 -5.809
H 3.129 1.293 -4.535
H 4.510 0.067 -4.268
H 2.298 -1.203 -6.303
C -1.099 -6.114 -3.581
N -0.973 -5.206 -2.524
C 0.201 -4.317 -2.524
C -2.031 -4.825 -1.762
O -2.025 -3.878 -0.999
H -2.043 -6.690 -3.443
H -0.333 -6.912 -3.442
H -0.974 -5.637 -4.565
H 0.490 -4.125 -1.526
H 0.981 -4.888 -3.042
H 0.065 -3.400 -3.060
H -2.870 -5.502 -1.818
C -1.827 3.645 2.408
N -2.497 2.800 3.389
C -1.985 2.873 4.717
C -3.326 1.795 3.020
O -3.649 1.586 1.863
H -0.795 3.887 2.747
H -2.490 4.529 2.168
H -1.685 3.103 1.522
H -2.522 2.318 5.470
H -1.010 2.386 4.762
H -2.011 3.910 5.033
H -3.646 1.212 3.887
C -0.973 0.335 0.220
N 0.250 -0.402 0.413
C 0.184 -1.757 0.980
C 1.475 0.062 0.127
O 2.500 -0.631 0.361
H -1.583 0.363 1.189
H -1.540 -0.132 -0.578
H -0.804 1.341 -0.013
H 0.060 -1.689 2.044
H -0.681 -2.350 0.711
H 1.058 -2.270 0.706
H 1.412 1.046 -0.355
C -3.490 -3.211 3.632
N -3.000 -2.261 4.713
C -1.677 -2.481 5.241
C -3.769 -1.221 5.035
O -3.369 -0.352 5.787
H -2.941 -4.144 3.686
H -3.331 -2.812 2.625
H -4.578 -3.346 3.763
H -0.969 -1.755 4.864
H -1.668 -2.270 6.333
H -1.267 -3.474 5.052
H -4.805 -1.180 4.597
O -1.923 1.013 -3.476
C -2.330 0.044 -4.400
C -2.024 -1.337 -3.696
O -2.934 -1.477 -2.547
H -2.707 1.379 -3.086
H -3.381 0.241 -4.635
H -1.808 0.185 -5.347
H -1.019 -1.391 -3.413
H -2.190 -2.159 -4.479
H -2.675 -2.295 -2.070
O -1.729 3.079 -1.368
C -0.855 4.107 -1.555
C 0.303 3.570 -2.352
O 0.007 2.959 -3.594
H -2.570 3.449 -1.035
H -1.300 4.995 -2.046
H -0.480 4.379 -0.533
H 0.744 2.820 -1.723
H 0.961 4.445 -2.558
H -0.487 2.136 -3.497
O 4.305 -0.897 2.502
C 4.705 -2.214 2.185
C 6.072 -2.410 2.767
O 6.713 -3.571 2.117
H 3.467 -0.771 1.991
H 4.025 -2.971 2.482
H 4.691 -2.367 1.029
H 6.035 -2.571 3.870
H 6.693 -1.538 2.508
H 7.315 -3.960 2.767
O 6.910 2.308 -0.771
C 7.166 0.966 -0.664
C 6.014 0.234 0.025
O 4.967 0.362 -0.819
H 5.986 2.456 -1.001
H 7.393 0.513 -1.644
H 8.052 0.914 -0.044
H 5.822 0.713 0.947
H 6.253 -0.836 0.140
H 4.173 0.041 -0.343
O -4.587 1.877 -2.267
C -5.530 2.982 -2.217
C -5.798 3.392 -0.720
O -4.553 3.563 -0.121
H -4.931 1.137 -1.815
H -5.034 3.803 -2.680
H -6.401 2.716 -2.856
H -6.240 2.556 -0.244
H -6.480 4.243 -0.755
H -4.332 2.966 0.584
O -5.284 -0.191 0.164
C -4.469 -1.372 0.332
C -5.447 -2.512 0.765
O -6.264 -2.223 1.967
H -4.823 0.403 0.733
H -3.972 -1.669 -0.587
H -3.674 -1.175 1.068
H -5.096 -3.494 1.042
H -6.088 -2.637 -0.113
H -6.478 -1.301 1.914
*
```

Computed properties:
* E_HOMO: -9.15 eV
* structure (SMILES): CN(C)C=O.CN(C)C=O.CN(C)C=O.CN(C)C=O.CN(C)C=O.CN(C)C=O.OCCO.OCCO.OCCO.OCCO.OCCO.OCCO
* HOMO-LUMO gap: 9.62 eV
* LUMO: 0.01725 Eh

Atom charges from the Mulliken analysis, given in e for atoms 1 to 2: atom 1 (C): -0.99, atom 2 (N): 0.37

***

Results for total energy: -159024.305 -189236.182 -78167.361 (in eV, following the order of the records).